{"formula": "C9H13P", "method": "ωB97M-V/def2-TZVPD", "symbols": ["P", "C", "C", "C", "C", "C", "C", "C", "C", "C", "H", "H", "H", "H", "H", "H", "H", "H", "H", "H", "H", "H", "H"], "xyz": [[-1.328, 0.113, 0.076], [-1.479, -0.607, -1.597], [2.449, -1.324, -0.177], [1.046, -1.209, -0.151], [1.380, 1.110, 0.499], [0.502, 0.043, 0.171], [2.787, 0.967, 0.538], [3.307, -0.296, 0.170], [-3.185, -1.090, 1.499], [-1.796, 1.910, -0.030], [2.973, -2.334, -0.361], [0.502, -2.032, -0.405], [-1.420, 2.316, 0.794], [4.406, -0.328, 0.256], [-2.516, -1.928, 1.625], [-1.166, -1.591, -1.668], [3.543, 1.636, 0.756], [-3.123, -0.791, 2.521], [-1.094, -0.005, -2.466], [-2.788, 1.844, 0.157], [0.799, 1.930, 0.693], [-2.436, -0.600, -1.999], [-1.363, 2.267, -0.902]], "orbital_gap_ev": 8.27, "e_above_lowest_ev": 3.9077, "mol_weight_g_mol": 152.2}

=====

{"formula": "C36H99CoN13O18", "method": "ωB97M-V/def2-TZVPD", "symbols": ["Co", "O", "O", "O", "O", "O", "O", "O", "O", "O", "O", "O", "O", "O", "O", "O", "O", "O", "O", "N", "N", "N", "N", "N", "N", "N", "N", "N", "N", "N", "N", "N", "C", "C", "C", "C", "C", "C", "C", "C", "C", "C", "C", "C", "C", "C", "C", "C", "C", "C", "C", "C", "C", "C", "C", "C", "C", "C", "C", "C", "C", "C", "C", "C", "C", "C", "C", "C", "H", "H", "H", "H", "H", "H", "H", "H", "H", "H", "H", "H", "H", "H", "H", "H", "H", "H", "H", "H", "H", "H", "H", "H", "H", "H", "H", "H", "H", "H", "H", "H", "H", "H", "H", "H", "H", "H", "H", "H", "H", "H", "H", "H", "H", "H", "H", "H", "H", "H", "H", "H", "H", "H", "H", "H", "H", "H", "H", "H", "H", "H", "H", "H", "H", "H", "H", "H", "H", "H", "H", "H", "H", "H", "H", "H", "H", "H", "H", "H", "H", "H", "H", "H", "H", "H", "H", "H", "H", "H", "H", "H", "H", "H", "H", "H", "H", "H", "H"], "xyz": [[-2.659, 2.741, -2.342], [-5.859, -3.052, 6.847], [-0.415, -0.462, -4.314], [-4.594, -2.541, 0.403], [-3.195, 0.968, 3.937], [3.504, -4.708, -0.982], [0.591, 6.694, 3.843], [3.154, 5.079, -3.234], [-1.040, 3.738, -1.344], [1.212, -1.761, 2.364], [-2.442, 5.726, 0.366], [-1.789, 0.848, -1.928], [-4.169, 1.764, -3.429], [-1.857, 3.203, -4.158], [-3.473, -8.068, -4.413], [8.855, 1.449, -0.512], [3.785, 0.619, -1.661], [0.182, -2.656, -2.904], [4.520, 4.212, 2.134], [-5.526, 0.362, -4.419], [-2.361, -5.337, -3.472], [-3.490, -0.221, -4.168], [-4.884, -0.087, 5.992], [1.842, 4.177, 3.023], [1.649, 5.666, -1.656], [-2.699, -1.439, 0.175], [1.072, 4.358, -3.305], [-1.792, 3.735, -6.309], [1.251, -4.649, 1.059], [-0.932, 1.929, -5.864], [6.260, -0.127, -0.376], [-4.528, -0.562, -0.434], [-1.576, 2.912, -5.360], [-4.433, -0.938, 4.862], [6.874, 0.753, 0.679], [3.494, 4.621, 1.163], [2.136, 4.022, 1.562], [4.394, -5.408, -1.847], [-6.946, -3.994, 7.125], [0.991, -0.293, 2.401], [-4.382, 0.691, -3.968], [-0.021, 5.779, 2.980], [-0.564, 2.606, -0.638], [-2.724, 1.604, 2.795], [-1.842, -3.928, -3.496], [3.172, 1.893, -1.911], [2.023, 5.071, -2.781], [-6.147, -1.778, 7.331], [-3.696, -5.588, -4.050], [2.668, -4.367, 1.342], [-3.993, -1.581, 0.088], [0.166, -2.456, 1.799], [-4.927, -0.773, 7.245], [0.176, 8.066, 3.725], [5.727, 4.789, 1.768], [1.231, -2.393, -1.973], [-4.249, -0.022, 3.626], [4.979, -0.668, -0.006], [10.241, 1.409, -0.775], [-3.813, -9.416, -4.008], [0.304, -3.943, 1.995], [-0.594, 1.171, -1.171], [0.397, 4.323, 3.285], [3.863, 0.369, -0.229], [-4.235, -7.051, -3.853], [-0.717, -3.679, -2.424], [8.451, 0.740, 0.597], [3.549, -5.202, 0.350], [4.631, -1.429, -0.704], [-6.994, -1.499, 6.704], [-0.082, 3.712, 2.520], [-4.345, -4.857, -3.569], [-3.978, -1.242, 7.502], [0.169, 3.945, 4.282], [-5.512, -0.602, -0.660], [2.272, 1.996, -1.304], [3.404, 5.707, 1.173], [-5.164, -1.714, 4.635], [-0.129, -4.592, -2.330], [-6.600, -4.885, 6.600], [2.247, 5.006, 3.434], [-1.970, 5.089, -0.171], [6.505, 1.778, 0.717], [0.313, 4.186, -2.662], [1.122, 3.948, -4.226], [-2.054, 2.387, 3.152], [-5.220, 0.397, 3.362], [6.074, 4.568, 0.759], [-3.521, -1.445, 5.176], [-7.824, -3.552, 6.654], [-1.178, 2.614, 0.263], [-7.107, -4.212, 8.180], [6.658, 0.266, 1.630], [8.813, -0.287, 0.562], [4.001, 1.277, 0.359], [0.418, -4.118, 3.064], [-2.656, -3.217, -3.357], [-0.749, -2.268, 2.361], [1.740, -1.461, -2.221], [-2.136, 1.015, 2.091], [3.288, -6.254, 0.467], [5.643, 5.875, 1.786], [0.235, 0.917, -1.832], [0.209, 8.398, 2.688], [-0.154, -2.183, 0.794], [0.854, 8.715, 4.279], [0.675, -2.216, -1.052], [6.511, 4.559, 2.490], [-0.839, 0.032, -3.612], [-3.630, -1.173, -4.476], [3.870, 4.269, 0.203], [-5.060, 0.076, 7.915], [-1.468, -3.690, -4.492], [10.645, 0.414, -0.966], [0.989, -4.443, 0.105], [-4.352, -7.256, -2.789], [0.925, 0.022, 1.360], [8.783, 1.122, 1.562], [4.197, -6.480, -1.841], [10.421, 2.014, -1.663], [-5.551, -0.424, -5.053], [2.288, 6.254, -1.141], [2.842, -3.303, 1.177], [1.559, 4.643, 0.877], [1.872, 0.206, 2.805], [-2.201, -2.265, 0.475], [5.959, 0.502, -1.107], [-3.395, -9.536, -3.009], [3.696, 2.839, -1.775], [4.588, -5.112, 0.668], [-3.286, -10.052, -4.720], [-4.086, 0.531, 6.034], [-3.412, 2.190, 2.186], [-0.711, 1.193, -5.208], [-4.877, -9.633, -4.100], [4.379, -5.159, -2.908], [-3.652, -5.445, -5.129], [-6.281, 1.014, -4.261], [-2.573, 0.132, -3.936], [-3.911, -0.516, 2.715], [-0.657, 0.515, -0.303], [4.858, -1.058, 1.005], [0.672, 5.584, -1.413], [1.947, -3.214, -1.953], [-1.524, 3.484, -7.250], [-1.179, -3.429, -1.469], [2.929, -4.574, 2.380], [-1.758, -5.857, -4.094], [-0.036, -1.224, -3.877], [-6.605, -1.918, 8.310], [-2.254, -0.690, -0.336], [10.818, 1.800, 0.063], [0.259, 6.184, 2.008], [-0.750, 1.964, -6.857], [-3.920, 0.181, -0.748], [0.024, -0.042, 2.837], [-5.200, -7.121, -4.356], [-2.019, 4.685, -6.052], [2.673, 1.972, -2.877], [2.919, -0.095, 0.054], [-2.795, 6.355, -0.263], [0.360, 2.834, -0.108], [2.151, 2.954, 1.344], [-1.093, 5.973, 2.939], [-0.667, -4.435, 1.941], [-0.873, 8.213, 3.982], [5.432, -5.266, -1.546]], "orbital_gap_ev": [8.03, 7.59], "spin_multiplicity": 4, "s_squared": 3.757, "mol_weight_g_mol": 1061.2}

=====

{"formula": "C5H14N3O", "method": "ωB97M-V/def2-TZVPD", "symbols": ["O", "N", "N", "N", "C", "C", "C", "C", "C", "H", "H", "H", "H", "H", "H", "H", "H", "H", "H", "H", "H", "H", "H"], "xyz": [[-0.230, 0.633, -3.785], [-1.030, 0.420, -2.951], [1.244, -0.188, -0.413], [-1.136, 0.219, 0.310], [1.633, 1.210, -0.426], [-2.474, -0.018, -0.354], [-0.092, -0.456, -0.520], [2.281, -1.060, -0.720], [-1.139, -0.096, 1.710], [2.406, 1.283, -1.182], [-3.296, 0.443, 0.339], [-0.317, -1.490, -0.455], [2.031, -2.112, -0.683], [-2.617, 0.427, -1.255], [3.023, -0.832, -0.025], [-1.342, -1.156, 1.846], [2.604, -0.914, -1.822], [1.716, 1.681, 0.594], [-1.931, 0.465, 2.255], [-0.224, 0.357, 2.280], [0.846, 1.829, -0.784], [-2.761, -1.128, -0.440], [-0.784, 1.240, 0.487]], "orbital_gap_ev": [5.90, 5.95], "e_above_lowest_ev": 7.9329, "mol_weight_g_mol": 132.2, "total_charge": 1}

=====

{"formula": "C43H44AsEuN7O3S2", "method": "ωB97M-V/def2-TZVPD", "symbols": ["Eu", "As", "S", "S", "O", "O", "O", "N", "N", "N", "N", "N", "N", "N", "C", "C", "C", "C", "C", "C", "C", "C", "C", "C", "C", "C", "C", "C", "C", "C", "C", "C", "C", "C", "C", "C", "C", "C", "C", "C", "C", "C", "C", "C", "C", "C", "C", "C", "C", "C", "C", "C", "C", "C", "C", "C", "C", "H", "H", "H", "H", "H", "H", "H", "H", "H", "H", "H", "H", "H", "H", "H", "H", "H", "H", "H", "H", "H", "H", "H", "H", "H", "H", "H", "H", "H", "H", "H", "H", "H", "H", "H", "H", "H", "H", "H", "H", "H", "H", "H", "H"], "xyz": [[-0.473, 1.030, -0.293], [0.483, -2.252, -1.558], [-2.382, 1.563, -2.895], [2.022, 0.420, 1.639], [0.016, -0.718, -1.759], [-2.267, -0.089, 1.011], [-2.676, -5.438, 2.361], [1.493, 2.881, 2.638], [3.522, 2.661, 1.960], [-2.409, -4.062, 2.470], [0.724, 3.319, -0.519], [-0.270, 2.959, -3.903], [-2.279, -1.474, 1.069], [-1.580, 2.991, 1.112], [-3.173, -4.885, -2.719], [-2.126, -2.755, -2.354], [-2.336, 3.913, 4.243], [-1.546, 1.651, 3.812], [3.364, 3.987, 2.400], [-3.337, -3.418, 1.837], [0.801, 3.247, -4.697], [-4.300, -1.016, 2.278], [2.308, 2.001, 2.091], [3.902, -1.673, -3.899], [0.581, 1.072, -5.540], [4.295, -2.943, -4.198], [2.687, -1.503, -3.241], [1.755, 3.832, -1.222], [3.508, -4.030, -3.861], [2.073, 4.128, 2.795], [2.403, -3.881, -3.090], [2.551, -2.682, 2.680], [-1.717, 3.859, 5.489], [-2.036, -5.500, -2.187], [-3.273, -1.922, 1.688], [-4.457, -4.069, 1.020], [1.905, -2.572, -2.824], [-2.226, 2.794, 3.387], [4.710, 2.027, 1.392], [-0.931, -3.403, -1.973], [-0.887, -4.801, -1.818], [3.344, -2.413, 1.564], [0.456, 5.588, -0.610], [-0.974, 2.753, 5.883], [-0.429, 0.772, -4.688], [2.757, -2.340, 0.339], [1.217, -2.721, 2.551], [-3.260, -3.476, -2.760], [1.227, 2.319, -5.630], [-0.934, 1.642, 5.058], [1.372, -2.533, 0.159], [1.590, 5.222, -1.352], [-1.265, 4.161, 0.639], [-2.799, 2.833, 1.989], [-0.064, 4.346, -0.129], [-1.016, 1.794, -3.888], [0.624, -2.645, 1.284], [-3.434, 3.700, 1.808], [-0.384, 0.764, 5.290], [-4.895, -4.993, 1.321], [0.914, 0.334, -6.215], [-4.098, -2.951, -3.140], [1.814, -4.738, -2.717], [0.033, 6.595, -0.424], [2.070, 2.591, -6.214], [-2.075, -6.557, -2.034], [0.580, -2.716, 3.437], [-0.022, -5.316, -1.503], [0.536, 2.695, 2.900], [5.621, 2.561, 1.813], [-0.545, 2.861, 6.915], [2.987, -2.909, 3.635], [-2.047, -5.731, 3.027], [-5.087, -1.615, 2.712], [-0.961, -0.149, -4.615], [-1.463, 0.814, 3.116], [4.397, -2.215, 1.681], [-2.155, -1.683, -2.472], [-4.056, -5.425, -2.982], [-3.301, 1.909, 1.748], [4.651, 0.998, 1.678], [-0.535, 3.568, -3.205], [-1.907, 5.010, 0.809], [1.370, 4.109, -4.388], [2.534, 3.238, -1.752], [-4.601, -0.268, 1.500], [3.881, -5.005, -4.148], [1.587, 4.950, 3.308], [2.416, -0.497, -2.979], [-1.835, 4.697, 6.147], [2.330, 5.884, -1.782], [4.808, 2.134, 0.264], [-3.867, -0.339, 3.083], [4.584, -0.832, -4.061], [-4.130, -4.300, -0.016], [4.088, 4.742, 2.253], [5.200, -3.147, -4.769], [3.347, -2.084, -0.509], [-0.419, -2.680, 1.258], [-5.312, -3.387, 1.004], [-2.888, 4.830, 3.991]], "orbital_gap_ev": [6.09, 7.35], "e_above_lowest_ev": 1.5666, "spin_multiplicity": 8, "s_squared": 15.759, "mol_weight_g_mol": 997.9}